No. 1
{"formula": "C26H39CdCl2N5OPS2", "method": "ωB97M-V/def2-TZVPD", "total_charge": -1, "de_lowest_ev": 0.252, "gap_ev": 5.49, "elements": ["Cd", "N", "C", "S", "N", "N", "C", "C", "C", "C", "C", "C", "N", "H", "H", "H", "H", "H", "H", "H", "O", "S", "C", "C", "C", "C", "H", "H", "H", "H", "H", "H", "H", "H", "Cl", "C", "C", "C", "C", "C", "Cl", "C", "N", "H", "H", "H", "C", "C", "C", "P", "C", "C", "C", "C", "C", "C", "H", "H", "H", "H", "H", "H", "H", "H", "H", "H", "H", "H", "H", "H", "H", "H", "H", "H", "H", "H", "H"], "coordinates": [[-1.09863, -1.01244, 0.07826], [-5.63548, -1.35426, 1.33150], [-4.30552, -1.54109, 1.02607], [-3.41659, -0.17795, 0.59575], [-3.93642, -2.74465, 1.21145], [-2.65411, -3.01025, 0.85494], [-2.32396, -4.25991, 0.77210], [-0.97419, -4.74041, 0.28295], [-0.64652, -6.08284, 0.37861], [0.71188, -6.35392, 0.09291], [1.55179, -5.41600, -0.43938], [1.09435, -4.06780, -0.42168], [-0.12166, -3.75940, -0.03865], [-5.95905, -0.44542, 1.42268], [-6.13914, -2.14264, 1.73042], [-3.03768, -4.97263, 1.03545], [-1.34167, -6.89149, 0.73977], [1.05385, -7.37476, 0.30886], [2.61575, -5.56851, -0.64999], [1.62578, -3.13174, -0.64295], [-0.48749, -1.63361, 2.42782], [0.93078, -2.03882, 2.44227], [1.38520, -2.33428, 4.22874], [1.10067, -0.97780, 4.96735], [1.43900, 0.14083, 3.90591], [1.84962, -0.48875, 2.55667], [2.45647, -2.43824, 4.20080], [0.87727, -3.15819, 4.69672], [1.73606, -0.94446, 5.86006], [0.04177, -0.95390, 5.26405], [2.23136, 0.86763, 4.16561], [0.58927, 0.75441, 3.70822], [2.94753, -0.71819, 2.55319], [1.70854, 0.23555, 1.74323], [3.88257, -0.40115, -0.35756], [2.80001, -0.66629, -1.81045], [3.45934, -0.48779, -2.99827], [2.67485, -0.57196, -4.20439], [1.33068, -0.83402, -3.98663], [0.74190, -1.11211, -2.78888], [-0.92927, -1.62554, -2.80151], [1.40273, -0.88976, -1.50294], [0.91189, -0.89276, -0.32249], [4.54294, -0.35562, -3.06064], [3.06419, -0.40261, -5.25707], [0.81713, -1.00351, -4.89855], [1.58065, 3.98644, -2.37775], [1.31237, 2.64312, -1.68771], [2.39314, 2.31653, -0.66043], [-0.34592, 2.20689, -0.97072], [-0.29101, 3.32000, 0.61091], [-0.50742, 4.82956, 0.50161], [-1.10720, 2.76707, 1.76734], [-1.59189, 3.06564, -1.97808], [-3.01341, 3.06929, -1.21991], [-1.79450, 2.29684, -3.34592], [2.56862, 3.98182, -2.89647], [1.68656, 4.78783, -1.61599], [0.89608, 4.19423, -3.16459], [1.43591, 1.77012, -2.43226], [2.57583, 3.08079, 0.03253], [3.33099, 2.05455, -1.17361], [2.21895, 1.38489, -0.09559], [0.78866, 3.09564, 0.83467], [-1.57924, 5.07990, 0.35845], [0.07248, 5.33100, -0.27315], [-0.32728, 5.36809, 1.44779], [-2.17155, 3.01461, 1.66119], [-0.83676, 3.24311, 2.71154], [-1.10535, 1.63176, 1.84777], [-1.15897, 4.05932, -2.14727], [-3.10479, 2.13243, -0.68691], [-3.81360, 3.14577, -1.97423], [-3.12325, 3.88221, -0.49973], [-2.16681, 1.25732, -3.07071], [-0.87192, 2.18165, -3.94218], [-2.51719, 2.80064, -3.96095]]}

No. 2
{"formula": "C48H55CrN2OP2S2SiTe", "method": "ωB97M-V/def2-TZVPD", "total_charge": -1, "spin_multiplicity": 5, "de_lowest_ev": 4.276, "gap_ev": [5.92, 5.47], "elements": ["Cr", "S", "C", "C", "C", "C", "C", "C", "S", "H", "H", "H", "H", "Te", "C", "C", "C", "N", "C", "C", "C", "P", "C", "C", "C", "C", "C", "C", "C", "C", "C", "C", "C", "C", "P", "C", "C", "C", "C", "C", "C", "C", "C", "C", "C", "C", "C", "H", "H", "H", "H", "H", "H", "H", "H", "H", "H", "H", "H", "H", "H", "H", "H", "H", "H", "H", "H", "H", "H", "H", "H", "O", "N", "C", "C", "C", "C", "Si", "C", "C", "C", "C", "C", "C", "C", "C", "H", "H", "H", "H", "H", "H", "H", "H", "H", "H", "H", "H", "H", "H", "H", "H", "H", "H", "H", "H", "H", "H", "H", "H", "H", "H", "H"], "coordinates": [[-0.01846, -0.72845, -0.17242], [-1.63229, -0.91937, 1.67186], [-2.21268, -2.56750, 1.56851], [-2.82518, -3.16428, 2.66605], [-3.23358, -4.48254, 2.60582], [-3.04483, -5.21588, 1.44144], [-2.46759, -4.62192, 0.33628], [-2.04765, -3.29583, 0.38160], [-1.32228, -2.56711, -1.03046], [-2.96659, -2.57808, 3.56320], [-3.69537, -4.94263, 3.46890], [-3.34794, -6.25377, 1.39686], [-2.31865, -5.16767, -0.58401], [-2.95117, 2.40240, 1.97267], [-3.67365, 4.19520, 1.01812], [-3.99443, 4.17474, -0.33657], [-4.38964, 5.34608, -0.95629], [-4.48236, 6.51093, -0.33076], [-4.18691, 6.53004, 0.95956], [-3.79031, 5.41409, 1.67674], [-1.57615, 2.19107, 0.36089], [-1.68907, 0.82325, -0.78422], [-1.09455, 1.61650, -2.32181], [-0.44672, 0.80090, -3.24371], [0.03811, 1.32824, -4.42482], [-0.11972, 2.67931, -4.68994], [-0.76438, 3.49721, -3.77519], [-1.25615, 2.96965, -2.59566], [-3.45659, 0.61326, -1.17091], [-3.98822, 0.86930, -2.43559], [-5.34632, 0.72737, -2.65893], [-6.19648, 0.34817, -1.63200], [-5.67313, 0.05966, -0.38389], [-4.31333, 0.17193, -0.16071], [-0.00344, 1.95858, 1.13714], [0.70428, 3.62115, 1.29070], [0.00766, 4.70288, 0.76961], [0.47307, 5.98826, 0.97015], [1.64139, 6.19340, 1.68557], [2.35154, 5.11262, 2.18507], [1.88480, 3.82514, 1.99637], [0.22184, 1.37701, 2.87112], [0.72244, 0.10505, 3.12035], [0.79993, -0.37328, 4.41487], [0.40859, 0.42646, 5.47400], [-0.02985, 1.71867, 5.23802], [-0.13428, 2.19185, 3.94107], [-3.93028, 3.25067, -0.89413], [-4.64812, 5.35902, -2.01000], [-4.26411, 7.50050, 1.43986], [-3.55478, 5.48954, 2.72855], [-0.33859, -0.25919, -3.02113], [0.53873, 0.68648, -5.13641], [0.27140, 3.09728, -5.60686], [-0.88396, 4.55175, -3.98050], [-1.77172, 3.59971, -1.88446], [-3.33974, 1.17807, -3.24455], [-5.74881, 0.91941, -3.64453], [-7.25940, 0.25828, -1.81054], [-6.32342, -0.25890, 0.41934], [-3.90480, -0.12400, 0.79726], [-0.90687, 4.52391, 0.21957], [-0.08493, 6.82632, 0.57933], [1.99614, 7.19954, 1.85535], [3.26453, 5.27766, 2.74088], [2.42495, 2.96802, 2.37737], [1.06498, -0.50714, 2.29497], [1.15272, -1.37918, 4.59089], [0.46980, 0.05284, 6.48633], [-0.29292, 2.35975, 6.06956], [-0.47046, 3.20999, 3.76825], [2.09388, 1.04220, 0.76926], [0.86150, 0.97767, 0.17244], [1.40122, -3.35157, 1.82659], [2.04426, -3.83541, 0.52359], [1.09728, -4.87561, -0.07651], [3.33859, -4.57064, 0.88347], [2.28875, -2.20511, -0.70346], [2.40740, -2.84485, -2.63322], [3.27347, -4.09207, -2.82029], [2.97153, -1.74340, -3.53434], [1.01940, -3.17366, -3.17599], [4.08367, -1.36489, -0.27418], [4.19139, -1.09784, 1.22792], [4.23558, -0.00207, -0.95621], [5.28823, -2.20404, -0.70924], [1.20967, -4.19267, 2.49639], [0.44072, -2.87092, 1.62440], [2.04041, -2.64278, 2.34598], [0.80769, -5.59617, 0.69191], [1.56363, -5.42618, -0.88867], [0.19092, -4.41430, -0.45138], [3.10261, -5.40315, 1.55094], [4.04320, -3.92501, 1.40049], [3.81430, -4.98281, -0.00364], [4.29811, -3.93409, -2.50064], [3.29101, -4.36869, -3.87734], [2.87387, -4.93886, -2.27308], [4.03965, -1.61751, -3.38289], [2.47736, -0.79144, -3.34922], [2.82221, -2.00457, -4.58538], [0.56607, -3.99798, -2.64008], [1.08046, -3.44594, -4.23085], [0.35397, -2.31843, -3.09006], [3.40399, -0.41853, 1.53629], [5.14178, -0.61165, 1.45339], [4.13563, -2.00359, 1.82242], [3.43473, 0.66609, -0.65492], [4.24507, -0.07491, -2.03679], [5.17738, 0.45578, -0.64790], [5.25387, -3.22060, -0.33590], [6.20065, -1.73918, -0.33033], [5.37082, -2.23296, -1.79204]]}

Record-wise strongest force on any atom values, in Eh/bohr: 0.052; 0.069